Entry from the OMol25 dataset: a cluster of 2 separate species, C3H7IN in total at a distorted geometry (the ωB97M-V functional and the def2-TZVPD basis).

Output
molar mass	184.00	g mol⁻¹
F_max	5.30	eV Å⁻¹
energy	-12803.696	eV
HOMO energy	-14.5	eV
LUMO level	-5.51	eV
relative energy (zero: lowest compared OMol25 entry of this formula, charge and spin)	462.47	kJ/mol
spin multiplicity	1
charge	+1

CARTESIAN COORDINATES (ANGSTROEM)
C (-1.647, -0.530, -0.489)
C (-0.056, 0.856, 0.594)
C (0.739, -1.069, -0.695)
N (-0.405, -0.285, -0.221)
I (-2.675, -1.991, -1.517)
H (-2.708, 0.829, 0.249)
H (-0.971, 1.175, 1.013)
H (0.596, 1.485, 0.049)
H (0.377, 0.463, 1.442)
H (0.361, -1.562, -1.572)
H (1.199, -1.558, 0.033)
H (1.494, -0.472, -1.192)

Cartesian forces (eV/Å) of the 2 atoms listed first:
C -1.4 2.8 1.5
C -0.9 -0.7 -0.2


Entry from the OMol25 dataset: a cluster of 2 separate species, C4H8FN2 in total at a distorted geometry (the ωB97M-V functional and the def2-TZVPD basis).

Output
molar mass	103.12	g mol⁻¹
F_max	2.05	eV Å⁻¹
energy	-9975.943	eV
HOMO energy	-3.8	eV
LUMO level	3.67	eV
relative energy (zero: lowest compared OMol25 entry of this formula, charge and spin)	0.00	kJ/mol
spin multiplicity	1
charge	-1

CARTESIAN COORDINATES (ANGSTROEM)
C (-0.857, -4.540, 1.862)
H (-0.037, -3.027, 3.189)
F (0.459, -2.495, -0.956)
C (-1.034, -3.331, 2.804)
H (-0.517, -4.173, 0.797)
C (0.084, -5.503, 2.398)
N (0.786, -6.284, 2.893)
N (-1.919, -3.714, 3.903)
H (-1.822, -3.077, 4.686)
H (-1.705, -4.652, 4.231)
C (-1.632, -2.151, 2.046)
H (-0.984, -1.883, 1.199)
H (-2.614, -2.441, 1.644)
H (-1.720, -1.266, 2.700)
H (-1.806, -5.104, 1.748)

Cartesian forces (eV/Å) of the 2 atoms listed first:
C 0.1 0.7 -1.9
H -0.3 -0.2 -0.4